Entry 1:
Below is a molecular structure, C36H55BLaN13S, with properties calculated with wB97M-V/def2-TZVPD.

Structure (XYZ):
```
107
Properties=species:S:1:pos:R:3:forces:R:3
La -0.0213 -0.1958 -0.3639 -0.4085 -0.0076 0.7630
N -2.4644 0.7633 -0.9978 0.1419 0.0911 -0.0328
C -3.6404 0.4309 -0.1698 -0.0626 0.0145 -0.0416
C -3.6436 -1.0478 0.1475 -0.0809 0.0078 0.0264
N -2.4419 -1.5030 0.8691 0.1151 0.0051 -0.0995
C -2.5362 -1.0724 2.2756 -0.0294 -0.0145 0.0016
C -1.2965 -1.3988 3.0807 -0.0109 -0.0419 0.0878
N -0.0902 -0.8525 2.4302 0.2633 0.0210 -0.1471
C -2.3586 -2.9793 0.7874 -0.0895 -0.0429 0.0295
C -0.9480 -3.5230 0.6687 -0.0110 -0.1104 -0.0226
N -0.2877 -2.8978 -0.4817 0.1040 0.1045 -0.1379
H -2.5111 1.7437 -1.2588 -0.0322 -0.0066 0.0516
H -2.5329 0.2623 -1.8853 0.0194 0.0394 0.0423
H -4.5732 0.6732 -0.6893 0.0239 -0.0240 0.0395
H -3.6094 1.0413 0.7304 -0.0137 -0.0193 -0.0071
H -3.6882 -1.5966 -0.7928 0.0172 0.0675 0.0472
H -4.5567 -1.2986 0.7053 0.0254 0.0021 -0.0107
H -3.4085 -1.5413 2.7545 0.0306 0.0102 -0.0115
H -2.6990 0.0052 2.2929 0.0353 0.0059 0.0081
H -1.1772 -2.4762 3.1906 -0.0253 0.0201 -0.0118
H -1.4186 -1.0042 4.0939 -0.0242 0.0047 -0.0555
H 0.7323 -1.3430 2.7688 -0.0446 0.0199 -0.0009
H 0.0359 0.1115 2.7242 -0.0326 -0.0136 0.0379
H -2.8678 -3.4418 1.6416 0.0188 0.0036 -0.0109
H -2.9096 -3.2986 -0.1002 0.0548 -0.0172 0.0201
H -1.0050 -4.6124 0.5709 -0.0228 0.0489 -0.0063
H -0.3513 -3.3161 1.5525 -0.0086 -0.0029 0.0051
H -0.8173 -3.0944 -1.3306 0.0205 -0.0064 0.0131
H 0.6335 -3.3013 -0.6332 -0.0124 -0.0418 0.0616
C 3.2680 -0.8484 2.2929 -0.0942 0.1575 0.0512
C 3.4475 -2.2139 1.6286 0.0897 -0.0249 -0.0348
C 2.6741 -3.3196 2.3523 -0.0954 0.0724 0.0177
C 3.1533 -2.2457 0.1516 0.0879 0.0343 0.0499
C 3.7682 -3.1400 -0.7297 0.0236 0.0904 -0.0421
C 3.2747 -2.8102 -1.9668 -0.0352 -0.0002 -0.0808
N 2.3996 -1.7997 -1.8330 -0.0146 0.0564 0.0449
N 2.3105 -1.4444 -0.5142 -0.1218 0.0328 -0.0838
B 1.6559 -1.2034 -3.0795 0.0450 -0.0634 -0.0119
N 0.2748 -1.8608 -3.3383 0.0028 0.0591 0.2165
C 0.1693 -2.8954 -4.1891 -0.0709 -0.0588 -0.0038
C -1.1564 -3.1302 -4.4268 0.0508 0.0191 -0.0033
C -1.8376 -2.1515 -3.6885 0.0101 -0.0369 0.1262
N -0.9698 -1.3992 -2.9886 0.0784 0.2151 -0.1099
C -3.3317 -1.9974 -3.8495 0.0021 -0.0020 -0.1539
C -3.9252 -0.6165 -3.5996 -0.0700 0.0353 0.0807
C -4.1116 -3.0979 -3.1287 -0.0205 -0.0177 0.0718
N 1.5907 0.3314 -3.1387 -0.1651 -0.0588 0.0745
C 2.0904 0.9919 -4.1943 0.0973 -0.0042 0.0420
C 1.7873 2.3206 -4.0691 0.0358 -0.0289 -0.0255
C 1.0643 2.4204 -2.8787 -0.0053 -0.0159 0.1133
N 0.9241 1.2089 -2.3107 0.1253 0.0391 -0.4763
C 0.5842 3.7465 -2.3528 -0.0515 0.0171 -0.1239
C 1.7840 4.6550 -2.0691 0.0314 0.0351 0.0217
C -0.3101 3.6922 -1.1336 -0.0898 -0.0797 0.1207
H 4.1929 -0.2711 2.2790 0.0069 0.0218 -0.0862
H 2.9857 -0.9594 3.3417 0.0418 -0.0329 0.0304
H 2.5140 -0.2369 1.7956 -0.0035 -0.2092 0.0987
H 4.5103 -2.4639 1.6888 -0.0699 -0.0975 0.1093
H 1.5999 -3.1183 2.3241 -0.0084 -0.0511 -0.0098
H 2.9730 -3.3807 3.3980 0.0390 -0.0101 0.0191
H 2.8326 -4.2941 1.8931 0.0299 -0.0125 -0.0220
H 4.5121 -3.8790 -0.4935 0.0396 -0.0494 0.0096
H 3.5081 -3.1977 -2.9424 0.0155 -0.0563 -0.0467
H 2.3466 -1.5392 -3.9932 0.0077 -0.0010 -0.0244
H 1.0491 -3.3537 -4.6051 0.0376 -0.0434 -0.0136
H -1.5898 -3.8471 -5.1005 -0.0096 -0.0526 -0.0391
H -3.4663 -2.1867 -4.9200 -0.0299 0.0131 0.0608
H -3.2711 0.1878 -3.9395 0.0451 -0.0130 -0.0292
H -4.1805 -0.4583 -2.5512 -0.0052 -0.0200 -0.0181
H -4.8644 -0.5216 -4.1433 -0.0086 -0.0100 -0.0217
H -3.7725 -4.0892 -3.4255 0.0261 -0.0114 -0.0292
H -5.1729 -3.0228 -3.3623 -0.0431 -0.0061 -0.0091
H -4.0095 -3.0285 -2.0432 0.0017 -0.0133 -0.0647
H 2.6271 0.4559 -4.9569 0.0291 0.0183 -0.0437
H 2.0440 3.1183 -4.7418 0.0113 0.0389 -0.0414
H 0.0182 4.1936 -3.1771 0.0122 -0.0117 0.0328
H 2.4057 4.2242 -1.2802 0.0124 -0.0198 0.0290
H 1.4449 5.6350 -1.7354 -0.0180 0.0344 0.0106
H 2.4091 4.7973 -2.9479 0.0100 -0.0064 -0.0334
H -0.8493 4.6296 -1.0042 0.0262 0.0403 -0.0074
H -1.0504 2.8967 -1.1989 -0.0003 0.0089 -0.0510
H 0.2733 3.5206 -0.2335 0.0313 0.0000 0.0043
N 0.7611 3.3255 3.2444 -0.0918 0.0281 -0.0564
C -0.2559 3.1621 4.2222 0.1070 -0.0150 -0.1364
C -0.0037 3.4117 5.5580 -0.0635 -0.0456 0.1060
C -1.0198 3.2243 6.4871 -0.0561 -0.0349 -0.1195
C -2.2633 2.7562 6.0815 0.1312 0.0260 0.0131
C -2.4973 2.4786 4.7409 -0.0417 -0.0161 0.1002
C -1.4975 2.7074 3.8101 -0.1705 0.0526 0.1146
S -1.7613 2.5412 2.0785 0.0738 0.0060 0.0391
N -0.2168 1.9811 1.5948 -0.0598 -0.1494 -0.3050
C 0.8097 2.5551 2.1286 0.1884 0.0307 0.0165
C 2.1313 2.4043 1.4408 -0.1576 -0.0796 -0.0416
C 3.2423 3.1572 1.7868 0.0061 -0.0330 -0.0396
C 4.4003 3.0266 1.0329 0.0059 -0.0310 -0.0396
C 4.3999 2.1597 -0.0421 -0.0658 -0.0009 0.0177
C 3.2436 1.4418 -0.3156 0.0428 0.1355 0.1065
N 2.1309 1.5481 0.4098 0.0736 0.0469 -0.1265
H 1.6328 3.6881 3.5907 0.0015 0.0281 0.0174
H 0.9711 3.7582 5.8760 0.0407 0.0182 0.0064
H -0.8342 3.4394 7.5290 0.0020 0.0097 0.0362
H -3.0501 2.6118 6.8068 -0.0313 -0.0091 0.0207
H -3.4669 2.1183 4.4219 -0.0132 0.0039 -0.0383
H 3.2361 3.8638 2.6038 -0.0222 -0.0013 0.0154
H 5.2781 3.6064 1.2812 0.0234 0.0159 -0.0032
H 5.2692 2.0355 -0.6704 0.0388 0.0047 -0.0138
H 3.2145 0.7577 -1.1499 0.0039 -0.0281 -0.0233
```
Positions in Å, forces in eV/Å.

**Relative energy (zero: lowest compared OMol25 entry of this formula, charge and spin)**: 0.0 kcal per mole
**Charge**: +2
**Frontier orbital gap**: 7.63 eV
**HOMO level**: -13.00 eV
**DFT total energy**: -69962.537 eV


Entry 2:
Below is a molecular structure, C36H55CoGeN2OSSbSi3, with properties calculated with wB97M-V/def2-TZVPD.

Structure (XYZ):
```
101
Properties=species:S:1:pos:R:3:forces:R:3
Co -0.6042 0.5165 0.3555 -0.5429 0.4554 0.2378
C 2.7094 -3.2415 -0.2500 -0.0308 0.0230 0.0150
Sb 2.7122 -1.6486 1.1862 0.0718 -0.0326 -0.0134
C 2.3277 0.0329 -0.2234 -0.0229 0.1297 0.4697
C 2.9696 1.2919 0.2938 -0.1907 -0.0547 -0.1873
C 4.3030 1.2654 0.7015 0.1095 0.0265 0.0120
C 4.9725 2.4256 1.0285 0.0804 -0.0485 0.0252
C 4.3082 3.6429 0.9566 -0.0029 0.0362 -0.0090
C 2.9887 3.6277 0.5901 -0.0793 -0.1356 -0.0187
N 2.3262 2.4896 0.2698 0.0317 0.0100 0.0819
Si 2.9801 -0.2243 -2.0320 0.0369 0.0464 0.1523
C 1.8934 -1.3844 -2.9840 -0.1320 -0.1509 -0.0876
C 2.8773 1.4343 -2.8515 0.0542 0.2214 -0.0739
C 4.7633 -0.7462 -1.9612 0.1427 -0.0523 0.0028
C 0.8197 -2.2130 2.2487 -0.0245 0.3591 0.0025
C 0.1908 -1.0456 2.9868 -0.0004 -0.0328 -0.0868
C 0.1215 -0.9864 4.3844 -0.0222 -0.0349 -0.0262
C -0.5733 0.0049 5.0476 0.0258 -0.0261 0.0552
C -1.2316 0.9785 4.3169 -0.0369 0.0156 0.0730
C -1.1271 0.9019 2.9540 0.0410 -0.1157 -0.1536
N -0.4369 -0.0556 2.2968 0.0531 0.0599 0.0366
Si 1.5789 -3.5042 3.5060 -0.0705 0.0523 0.0198
C 0.2172 -4.3039 4.5056 -0.0956 -0.0882 0.0471
C 2.5532 -4.8704 2.6957 0.0993 -0.0667 -0.0628
C 2.8545 -2.6928 4.6140 0.0977 0.0553 0.1094
Si -0.5811 -3.0302 1.2210 0.0536 0.0723 0.0345
C -0.8494 -2.2107 -0.4550 0.1824 0.0161 0.0029
C -2.1730 -2.8445 2.1681 -0.1629 0.0275 0.1075
C -0.3372 -4.8283 0.8316 0.0413 -0.1762 0.0166
H 3.4551 -3.0268 -1.0109 -0.0096 -0.0290 0.0115
H 1.7462 -3.3882 -0.7255 -0.0020 -0.0198 -0.0351
H 2.9977 -4.1535 0.2639 0.0075 0.0048 -0.0186
H 4.8178 0.3162 0.7446 -0.0030 0.0108 0.0041
H 6.0097 2.3831 1.3357 -0.0112 -0.0012 -0.0116
H 4.7953 4.5783 1.1914 -0.0155 -0.0181 0.0006
H 2.4065 4.5390 0.5544 -0.0173 -0.0124 0.0037
H 0.8370 -1.1303 -2.8682 -0.0110 -0.0126 -0.0211
H 2.0346 -2.4367 -2.7452 -0.0564 0.0002 -0.0178
H 2.1301 -1.2554 -4.0440 0.0026 -0.0238 0.0240
H 1.9098 1.9153 -2.6976 -0.0328 0.0137 -0.0345
H 3.0107 1.3171 -3.9305 0.0325 0.0244 0.0378
H 3.6588 2.1112 -2.4941 -0.0605 0.0258 -0.0205
H 4.9583 -1.6174 -1.3341 0.0522 0.0314 -0.0141
H 5.3783 0.0792 -1.5961 0.0280 -0.0422 -0.0324
H 5.1186 -0.9846 -2.9678 -0.0348 0.0041 0.0272
H 0.6032 -1.7442 4.9734 -0.0435 0.0113 0.0290
H -0.6051 0.0090 6.1299 -0.0032 -0.0213 -0.0173
H -1.7947 1.7754 4.7810 0.0102 -0.0095 -0.0091
H -1.6128 1.6501 2.3353 0.0129 -0.0119 -0.0095
H -0.3045 -5.0635 3.9196 -0.0045 0.0111 0.0354
H -0.5328 -3.6201 4.9013 -0.0023 -0.0229 0.0194
H 0.6749 -4.8185 5.3560 -0.0189 0.0099 -0.0343
H 2.0881 -5.3645 1.8483 -0.0345 -0.0464 -0.0050
H 2.6865 -5.6260 3.4776 0.0261 0.0253 -0.0339
H 3.5549 -4.5402 2.4103 -0.0191 -0.0407 -0.0109
H 2.5786 -1.7529 5.0892 0.0792 -0.0279 -0.0025
H 3.7750 -2.5165 4.0547 0.0114 -0.0056 0.0256
H 3.0988 -3.4047 5.4094 -0.0056 0.0290 -0.0270
H -1.0665 -1.1383 -0.3885 -0.2177 -0.0414 -0.3126
H -1.7465 -2.6141 -0.9321 0.0430 -0.0351 0.0174
H -0.0114 -2.3432 -1.1361 -0.0130 0.0519 -0.0565
H -2.4830 -1.8022 2.2788 -0.0133 -0.0434 0.0063
H -2.0891 -3.2780 3.1666 -0.0444 0.0151 -0.0094
H -2.9718 -3.3788 1.6456 0.0265 0.0145 0.0222
H 0.5289 -5.0327 0.2035 -0.0073 -0.0264 0.0063
H -1.2246 -5.1735 0.2910 0.0343 0.0382 0.0189
H -0.2582 -5.4360 1.7331 0.0081 -0.0427 -0.0437
C -4.2732 2.7071 0.6008 -0.0103 0.0243 0.1531
S -3.7742 1.5304 -0.6345 0.2387 0.1483 -0.2623
C -5.0494 0.3206 -0.3919 -0.0473 -0.1021 0.0548
O -2.5158 0.8823 -0.0708 -0.0974 -0.3166 0.1638
H -5.1252 3.2665 0.2132 0.0041 -0.0124 0.0300
H -3.4319 3.3825 0.7599 -0.0322 0.0279 -0.0088
H -4.5326 2.1863 1.5228 0.0190 0.0578 0.0049
H -6.0143 0.8146 -0.5129 0.0141 -0.0328 -0.0164
H -4.9390 -0.0898 0.6121 -0.0660 -0.0161 -0.0277
H -4.9316 -0.4510 -1.1497 -0.0058 -0.0095 0.0298
Ge 0.3318 2.7429 0.0299 0.4496 -0.2747 -0.0012
C 0.1697 3.9022 -1.5092 -0.1005 0.0128 -0.2595
C 1.2307 4.5026 -2.1849 -0.0861 0.0627 0.0014
C 0.9916 5.3598 -3.2512 -0.0019 0.0057 0.0023
C -0.3079 5.6282 -3.6579 0.0260 0.0022 0.0027
C -1.3749 5.0357 -2.9980 0.0154 -0.0070 0.0293
C -1.1335 4.1767 -1.9352 0.0410 -0.0156 -0.0557
C 0.0427 3.8784 1.5877 -0.0646 0.0405 0.1924
C -0.7533 5.0194 1.4892 0.0223 0.0608 0.0670
C -1.0074 5.8054 2.6095 0.0256 -0.0381 -0.0068
C -0.4603 5.4606 3.8372 -0.0034 -0.0110 -0.0282
C 0.3390 4.3278 3.9480 -0.0086 -0.0034 -0.0323
C 0.5788 3.5380 2.8330 -0.0236 0.1223 0.0127
H 1.2458 0.1951 -0.3097 0.2155 -0.0262 -0.3299
H 2.2560 4.3125 -1.8947 0.0182 -0.0311 -0.0010
H 1.8248 5.8197 -3.7668 -0.0102 -0.0037 0.0038
H -0.4884 6.2973 -4.4887 0.0048 -0.0084 0.0072
H -2.3901 5.2408 -3.3126 0.0108 -0.0067 0.0014
H -1.9825 3.7138 -1.4375 0.0322 -0.0037 -0.0117
H -1.1536 5.3246 0.5280 0.0042 -0.0034 0.0123
H -1.6147 6.6971 2.5181 0.0059 -0.0205 0.0009
H -0.6457 6.0795 4.7053 0.0025 -0.0038 -0.0023
H 0.7756 4.0650 4.9035 0.0031 0.0048 -0.0050
H 1.2045 2.6558 2.9403 0.0052 -0.0021 -0.0152
```
Positions in Å, forces in eV/Å.

**Charge**: +2
**Frontier orbital gap (alpha / beta)**: 8.10 / 7.40 eV
**2S+1**: 4
**HOMO level (alpha / beta)**: -13.00 / -13.21 eV
**DFT total energy**: -178390.218 eV